{"formula": "C32H106N8O17", "method": "the ωB97M-V functional and the def2-TZVPD basis", "elements": ["C", "C", "C", "O", "C", "N", "H", "H", "H", "H", "H", "H", "H", "H", "H", "H", "H", "C", "C", "C", "O", "C", "N", "H", "H", "H", "H", "H", "H", "H", "H", "H", "H", "H", "C", "C", "C", "O", "C", "N", "H", "H", "H", "H", "H", "H", "H", "H", "H", "H", "H", "C", "C", "C", "O", "C", "N", "H", "H", "H", "H", "H", "H", "H", "H", "H", "H", "H", "C", "C", "C", "O", "C", "N", "H", "H", "H", "H", "H", "H", "H", "H", "H", "H", "H", "C", "C", "C", "O", "C", "N", "H", "H", "H", "H", "H", "H", "H", "H", "H", "H", "H", "C", "C", "C", "O", "C", "N", "H", "H", "H", "H", "H", "H", "H", "H", "H", "H", "H", "C", "C", "C", "O", "C", "N", "H", "H", "H", "H", "H", "H", "H", "H", "H", "H", "H", "O", "H", "H", "O", "H", "H", "O", "H", "H", "O", "H", "H", "O", "H", "H", "O", "H", "H", "O", "H", "H", "O", "H", "H", "O", "H", "H"], "xyz": [[-17.816, -17.586, 18.428], [-17.925, -17.086, 19.900], [-17.121, -15.784, 19.973], [-15.713, -16.119, 19.977], [-14.959, -15.493, 20.992], [-19.329, -16.841, 20.162], [-18.349, -16.917, 17.751], [-18.187, -18.606, 18.318], [-16.780, -17.680, 18.092], [-17.391, -17.838, 20.476], [-17.334, -15.245, 20.900], [-17.285, -15.068, 19.166], [-14.742, -14.429, 20.872], [-13.957, -15.919, 21.093], [-15.352, -15.684, 21.996], [-19.604, -16.935, 21.140], [-19.524, -15.862, 19.981], [-19.514, -14.660, 16.045], [-19.856, -13.391, 15.308], [-21.026, -13.641, 14.344], [-20.769, -14.766, 13.506], [-19.859, -14.491, 12.453], [-20.158, -12.362, 16.323], [-18.907, -14.409, 16.917], [-18.968, -15.368, 15.420], [-20.412, -15.188, 16.372], [-18.970, -13.219, 14.685], [-21.313, -12.762, 13.760], [-21.853, -13.851, 15.026], [-20.162, -13.595, 11.904], [-19.825, -15.383, 11.832], [-18.868, -14.255, 12.852], [-20.496, -11.579, 15.773], [-19.293, -12.109, 16.787], [-14.482, -16.993, 25.069], [-13.255, -17.600, 25.807], [-13.573, -18.010, 27.249], [-14.074, -16.948, 27.972], [-14.317, -17.320, 29.324], [-12.710, -18.682, 25.014], [-15.124, -17.817, 24.755], [-14.003, -16.520, 24.210], [-15.043, -16.269, 25.654], [-12.441, -16.872, 25.778], [-12.706, -18.518, 27.687], [-14.382, -18.756, 27.219], [-14.233, -16.450, 29.975], [-13.650, -18.059, 29.770], [-15.351, -17.671, 29.367], [-13.431, -19.397, 24.939], [-11.971, -19.180, 25.499], [-20.408, -15.059, 23.311], [-21.067, -16.382, 23.755], [-22.605, -16.434, 23.621], [-23.275, -15.376, 24.276], [-23.778, -14.431, 23.382], [-20.507, -17.480, 22.969], [-20.794, -14.247, 23.929], [-20.685, -14.756, 22.298], [-19.321, -15.106, 23.382], [-20.753, -16.511, 24.795], [-22.984, -17.404, 23.955], [-22.939, -16.469, 22.580], [-24.085, -13.470, 23.796], [-24.635, -14.850, 22.846], [-23.052, -14.128, 22.621], [-20.862, -18.418, 23.093], [-19.507, -17.502, 23.148], [-16.364, -22.958, 14.527], [-17.736, -22.226, 14.310], [-18.152, -21.460, 15.569], [-18.203, -22.358, 16.670], [-18.906, -21.859, 17.801], [-17.548, -21.374, 13.144], [-16.419, -23.749, 15.278], [-15.496, -22.331, 14.732], [-16.115, -23.572, 13.658], [-18.447, -22.963, 13.935], [-19.086, -20.909, 15.425], [-17.395, -20.703, 15.801], [-19.900, -21.468, 17.581], [-18.366, -21.030, 18.269], [-18.888, -22.684, 18.510], [-18.336, -20.750, 13.002], [-16.789, -20.721, 13.316], [-12.291, -22.813, 18.488], [-13.714, -22.679, 19.015], [-14.637, -22.040, 17.954], [-14.294, -20.690, 17.645], [-14.441, -19.733, 18.696], [-14.172, -24.001, 19.421], [-11.756, -23.622, 18.986], [-11.696, -21.902, 18.604], [-12.170, -22.959, 17.411], [-13.643, -22.008, 19.872], [-15.670, -22.082, 18.309], [-14.623, -22.588, 17.012], [-15.410, -19.758, 19.201], [-14.325, -18.716, 18.325], [-13.701, -19.906, 19.481], [-13.437, -24.376, 20.006], [-14.184, -24.620, 18.618], [-22.737, -16.853, 18.590], [-23.956, -15.918, 18.359], [-24.350, -15.107, 19.545], [-25.474, -14.267, 19.340], [-26.686, -14.979, 19.268], [-23.676, -15.082, 17.168], [-21.749, -16.390, 18.557], [-22.598, -17.536, 17.748], [-22.886, -17.507, 19.449], [-24.777, -16.587, 18.089], [-23.456, -14.567, 19.868], [-24.496, -15.745, 20.427], [-27.471, -14.242, 19.454], [-26.712, -15.782, 20.006], [-26.968, -15.304, 18.262], [-22.973, -14.412, 17.473], [-24.465, -14.474, 16.974], [-13.271, -15.503, 17.508], [-14.232, -14.549, 16.773], [-15.320, -15.241, 15.934], [-14.692, -15.896, 14.861], [-15.660, -16.440, 13.974], [-14.950, -13.878, 17.889], [-13.868, -16.137, 18.162], [-12.501, -14.951, 18.048], [-12.679, -16.142, 16.848], [-13.683, -13.816, 16.184], [-16.145, -14.578, 15.660], [-15.779, -16.025, 16.551], [-16.087, -15.662, 13.335], [-16.454, -16.975, 14.498], [-15.102, -17.101, 13.312], [-15.374, -14.570, 18.495], [-14.307, -13.343, 18.458], [-11.304, -16.928, 20.152], [-11.976, -17.441, 20.632], [-10.801, -17.579, 19.656], [-17.612, -18.095, 23.293], [-16.741, -18.222, 22.882], [-18.025, -18.962, 23.248], [-20.358, -19.455, 19.614], [-20.558, -19.789, 20.491], [-20.088, -18.529, 19.753], [-21.430, -13.387, 18.497], [-20.932, -13.171, 17.678], [-20.746, -13.545, 19.165], [-14.933, -11.297, 21.733], [-14.329, -11.523, 21.021], [-14.476, -10.612, 22.228], [-15.446, -18.564, 21.629], [-14.490, -18.502, 21.749], [-15.708, -17.684, 21.327], [-19.246, -13.606, 20.100], [-18.678, -13.191, 19.434], [-18.923, -13.270, 20.942], [-12.567, -18.443, 22.000], [-12.672, -18.279, 22.951], [-11.687, -18.822, 21.919], [-17.528, -12.269, 18.163], [-17.319, -11.636, 18.858], [-16.687, -12.719, 17.972]], "forces_ev_per_a": [[0.427, -0.452, 0.252], [0.610, 0.711, -2.589], [0.873, -0.094, 1.081], [0.279, 0.121, 0.145], [0.877, -0.122, 0.786], [-0.242, -0.062, 0.835], [-0.087, -0.005, 0.024], [-0.460, 0.136, 0.123], [0.160, 0.372, 0.129], [-0.738, 0.002, 0.616], [-0.135, -0.092, 0.107], [-0.368, -0.294, -0.253], [-0.628, 0.203, -0.220], [-0.014, -0.419, -0.741], [-0.593, 0.345, -0.019], [0.162, -0.294, 0.048], [-0.157, 0.016, -0.440], [-0.133, -0.815, 0.177], [0.600, -0.692, -0.383], [0.185, -0.217, 0.916], [-0.345, 0.490, 0.194], [-0.099, 0.315, 0.717], [0.029, -0.216, -1.823], [0.089, -0.145, 0.054], [0.096, 0.079, -0.027], [-0.041, 0.097, 0.213], [0.113, 0.864, 0.138], [0.228, 0.139, -0.189], [-0.340, -0.467, -0.438], [-0.207, -0.143, -0.326], [0.039, 0.162, -0.122], [0.205, -0.276, -0.089], [-0.023, 0.496, 0.579], [0.065, 0.244, -0.010], [1.424, -0.632, 0.163], [-0.211, 1.077, 0.486], [-0.602, -0.924, -1.265], [1.029, 0.675, 1.164], [-0.810, 0.580, 0.178], [-0.626, -1.157, -0.454], [-0.213, 0.152, -0.098], [-0.629, 0.163, -0.303], [0.139, -0.048, 0.058], [-0.234, 0.376, 0.550], [0.184, 0.302, 0.293], [0.115, -0.449, -0.252], [-0.079, 0.221, -0.292], [0.203, -0.230, -0.557], [0.023, -0.262, 0.302], [-0.120, -0.078, -0.248], [0.315, 0.329, 0.063], [-0.952, 0.065, -0.123], [-0.101, -0.148, -0.204], [0.064, -0.059, -0.415], [0.390, 0.004, 0.846], [-0.292, 0.483, -1.386], [0.718, 0.322, -0.612], [0.233, -0.057, 0.278], [0.071, -0.384, -0.215], [0.002, -0.069, 0.118], [-0.524, 0.081, 0.317], [0.134, 0.068, 0.729], [0.566, 0.331, -0.344], [-0.022, -0.399, 0.875], [-0.117, 0.077, -0.061], [0.203, -0.282, -0.064], [-0.428, 0.199, 0.449], [-0.089, -0.132, -0.081], [-0.793, -1.038, -0.235], [1.697, -0.334, -0.209], [0.338, -0.449, 0.316], [-0.684, 0.164, -0.380], [0.892, 0.079, 0.016], [0.142, 1.068, -0.130], [-0.207, 0.459, 0.518], [-0.280, 0.384, 0.100], [-0.101, 0.471, -0.435], [-0.308, -0.160, 0.822], [-0.301, -0.235, 0.000], [0.215, 0.160, -0.212], [-0.154, -0.352, -0.112], [0.123, 0.117, -0.034], [-0.459, 0.075, 0.056], [-0.317, -0.237, -0.036], [0.268, -0.127, 0.001], [1.154, 0.904, -0.590], [0.785, 0.033, -1.196], [-0.354, 0.374, 0.945], [0.066, 0.348, -0.021], [-0.036, -0.640, 0.261], [-0.593, 0.063, 0.318], [0.033, 0.048, 0.098], [-0.073, 0.097, 0.393], [-0.592, -0.439, -0.081], [-0.465, -0.236, 0.236], [-0.109, 0.005, 0.128], [0.273, -0.016, -0.001], [-0.227, -0.319, -0.197], [0.198, -0.180, -0.409], [0.165, 0.119, 0.028], [-0.161, -0.175, 0.241], [-0.139, 0.057, -0.171], [-0.275, -0.186, -0.582], [0.638, -0.877, -1.544], [0.674, -0.205, 1.151], [0.671, -0.093, 0.037], [-0.599, 0.890, -0.195], [0.057, 0.169, 0.344], [-0.217, 0.595, 0.779], [-0.642, -0.037, -0.164], [0.264, 0.246, 0.265], [-0.154, 0.020, -0.017], [-0.320, 0.912, -0.368], [-0.542, -0.357, -0.060], [0.009, -0.068, 0.541], [-0.165, -0.142, -0.104], [0.581, -0.581, -0.084], [0.351, -0.072, -0.006], [-0.315, -0.220, 0.035], [0.400, -0.372, -1.353], [-0.474, -0.404, 1.473], [0.933, -0.609, 0.862], [-0.614, 0.205, -0.467], [0.852, 0.094, -0.366], [-0.806, 1.206, -0.608], [0.211, -0.003, 0.193], [-0.336, 0.145, 0.359], [-0.281, -0.128, -0.215], [-0.169, 0.080, -0.062], [0.266, 0.368, -0.348], [-0.152, 0.041, 0.315], [-0.220, 0.150, 0.154], [0.009, -0.088, 0.064], [-0.206, -0.221, 0.072], [0.263, -0.283, -0.006], [0.159, -0.085, -0.009], [-0.016, -0.031, -0.071], [0.133, 0.333, -0.093], [0.007, 0.053, -0.157], [-0.057, 0.113, 0.224], [0.069, -0.239, -0.047], [0.095, -0.122, -0.016], [0.038, -0.362, -0.038], [-0.073, 0.003, 0.025], [-0.109, 0.338, -0.055], [-0.043, -0.273, 0.052], [-0.411, 0.323, 0.231], [-0.318, 0.062, -0.013], [-0.074, -0.072, -0.079], [0.069, 0.002, -0.026], [-0.008, 0.048, 0.062], [-0.149, 0.115, 0.380], [0.211, -0.199, -0.110], [0.207, -0.068, -0.499], [0.263, -0.010, 0.326], [0.131, 0.062, -0.283], [-0.128, -0.007, 0.120], [-0.291, -0.112, -0.005], [0.190, -0.082, 0.493], [0.018, -0.162, 0.108], [-0.292, 0.004, 0.287], [0.073, 0.192, -0.085], [0.423, -0.261, -0.211]], "mulliken_charge": [-0.73, 1.19, 0.20, 1.11, -1.12, 0.34, -0.35, 0.19, -0.05, -0.43, 0.39, -0.53, 0.27, -0.09, 0.48, -0.16, -0.12, -0.40, 0.14, -0.75, -0.35, -0.63, -0.44, -0.34, 0.54, 0.32, 0.07, 0.38, 0.31, 0.32, 0.26, 0.22, 0.29, 0.11, -0.92, 0.24, -0.65, -0.32, -0.78, -0.58, 0.15, 0.11, 0.46, 0.28, 0.37, 0.28, 0.26, 0.32, 0.31, 0.24, 0.25, -1.38, 0.98, -0.70, -0.43, -0.55, -0.49, 0.51, -0.03, 0.40, 0.20, 0.37, 0.16, 0.36, 0.30, 0.13, 0.20, 0.02, -1.30, 0.32, -0.39, -0.39, -0.59, -0.74, 0.35, 0.23, 0.45, 0.29, 0.42, 0.11, 0.42, -0.03, 0.38, 0.27, 0.24, -1.39, 0.70, -0.46, -0.44, -0.45, -0.75, 0.44, 0.28, 0.26, 0.12, 0.12, 0.32, 0.35, 0.11, 0.16, 0.28, 0.28, -1.42, 0.54, -0.34, -0.42, -0.71, -0.56, -0.11, 0.41, 0.44, 0.31, 0.04, 0.40, 0.29, 0.31, 0.26, 0.22, 0.35, -1.02, -0.09, 0.55, -0.41, -0.62, -0.55, -0.02, 0.34, 0.46, 0.49, 0.16, -0.50, 0.28, 0.23, 0.29, 0.15, 0.28, -0.61, 0.32, 0.32, -0.69, 0.28, 0.29, -0.58, 0.23, 0.32, -0.72, 0.29, 0.43, -0.59, 0.31, 0.29, -0.75, 0.24, 0.28, -0.70, 0.16, 0.33, -0.60, 0.16, 0.30, -0.62, 0.27, 0.33], "multiplicity": 1, "homo_ev": -8.3, "gap_ev": 8.25, "de_lowest_ev": 1.545}

---

{"formula": "C18H23Br3F6O5", "method": "the ωB97M-V functional and the def2-TZVPD basis", "elements": ["C", "C", "Br", "C", "Br", "C", "C", "C", "C", "F", "C", "F", "F", "O", "C", "O", "O", "C", "C", "C", "C", "C", "Br", "H", "H", "H", "H", "H", "H", "H", "H", "H", "H", "H", "H", "H", "H", "H", "H", "H", "H", "C", "C", "O", "C", "O", "C", "F", "F", "F", "H", "H", "H", "H", "H"], "xyz": [[-0.452, -2.616, 2.158], [-0.401, -1.245, 1.504], [-2.265, -0.735, 1.090], [0.369, -1.113, 0.164], [0.260, -2.810, -0.796], [1.808, -0.524, 0.387], [1.725, 1.000, 0.309], [0.674, 1.683, 1.198], [0.924, 3.169, 1.292], [1.978, 3.669, 0.606], [0.199, 4.001, 2.054], [0.674, 4.809, 2.978], [-1.114, 4.085, 1.997], [2.243, -1.074, 1.651], [2.869, -2.258, 1.370], [3.031, -3.136, 2.155], [3.282, -2.280, 0.088], [2.955, -1.004, -0.525], [2.636, -1.098, -2.018], [4.285, -0.212, -0.425], [4.800, 0.207, 0.967], [5.799, -0.764, 1.576], [5.780, 1.914, 0.718], [-1.197, -3.264, 1.705], [-0.749, -2.477, 3.200], [0.516, -3.114, 2.171], [-0.074, -0.503, 2.219], [-0.184, -0.410, -0.452], [2.681, 1.479, 0.498], [1.479, 1.217, -0.735], [-0.333, 1.492, 0.816], [0.760, 1.289, 2.211], [3.175, -0.335, -2.575], [1.576, -0.971, -2.224], [2.908, -2.082, -2.396], [5.045, -0.870, -0.852], [4.253, 0.670, -1.061], [4.023, 0.468, 1.673], [6.697, -0.825, 0.963], [5.366, -1.757, 1.706], [6.085, -0.410, 2.567], [-7.374, 2.043, -1.959], [-7.393, 0.536, -1.833], [-6.283, -0.066, -2.534], [-5.122, -0.052, -1.901], [-4.893, 0.401, -0.819], [-4.053, -0.764, -2.759], [-4.101, -0.365, -4.034], [-4.255, -2.088, -2.733], [-2.838, -0.515, -2.286], [-7.354, 2.337, -3.008], [-8.262, 2.467, -1.491], [-6.494, 2.465, -1.476], [-8.281, 0.120, -2.303], [-7.383, 0.217, -0.792]], "forces_ev_per_a": [[0.061, 0.107, 0.620], [-0.532, -0.385, -0.547], [0.000, 0.138, 0.189], [0.237, 0.303, 0.151], [-0.084, -0.014, 0.003], [-0.194, -0.157, -0.167], [-0.399, 0.300, 0.199], [-0.050, 0.177, -0.727], [-0.780, -0.079, -0.519], [1.043, -0.168, 1.111], [0.299, -0.056, -0.162], [0.186, 1.121, -0.713], [-0.374, -0.916, 0.947], [0.092, -0.056, -0.022], [0.091, -0.077, -0.123], [0.077, 0.181, 0.040], [-0.549, -0.125, 0.071], [0.807, 0.224, -0.235], [-0.319, -0.332, 0.076], [-0.121, 0.368, 0.472], [0.629, -0.010, -0.337], [-0.254, 0.098, 0.405], [-0.141, 0.024, 0.087], [0.130, -0.005, -0.197], [-0.024, -0.004, -0.021], [0.015, 0.049, -0.091], [0.106, 0.020, -0.080], [0.100, -0.126, -0.225], [0.105, -0.228, 0.013], [0.114, -0.009, -0.022], [-0.051, -0.108, 0.209], [-0.119, -0.014, 0.004], [0.096, -0.054, 0.029], [0.007, 0.021, -0.019], [0.073, 0.026, -0.003], [-0.090, -0.005, -0.151], [-0.237, -0.018, -0.004], [-0.041, -0.062, -0.018], [-0.051, -0.104, -0.065], [0.016, -0.019, -0.139], [0.092, -0.021, -0.029], [0.235, 0.037, -0.089], [-0.366, 0.130, 0.137], [0.040, -0.058, -0.019], [-0.123, 0.013, 0.030], [0.060, -0.018, -0.001], [0.076, -0.042, -0.058], [-0.010, 0.038, 0.013], [-0.024, 0.001, 0.035], [0.032, 0.017, -0.011], [-0.088, -0.011, -0.003], [-0.016, -0.021, -0.003], [-0.032, -0.018, 0.069], [0.090, -0.069, -0.105], [0.159, -0.003, -0.003]], "mulliken_charge": [-1.44, 0.44, -0.10, -1.40, -0.01, 0.93, -1.57, -0.46, 0.13, -0.29, 0.29, -0.22, -0.20, -0.43, 0.22, -0.55, -0.33, 1.84, -1.95, -1.65, -0.05, -1.45, -0.13, 0.44, 0.44, 0.25, 0.25, 1.05, 0.54, 0.51, 0.29, 0.39, 0.46, 0.44, 0.45, 0.53, 0.64, 0.51, 0.42, 0.30, 0.46, -1.09, -0.23, -0.33, 0.33, -0.49, 0.91, -0.26, -0.27, -0.19, 0.30, 0.37, 0.31, 0.33, 0.32], "multiplicity": 1, "homo_ev": -8.9, "gap_ev": 9.28}

---

{"formula": "C5H4OS2", "method": "the ωB97M-V functional and the def2-TZVPD basis", "elements": ["C", "C", "C", "O", "C", "S", "C", "S", "H", "H", "H", "H"], "xyz": [[-1.790, 1.048, -0.991], [-0.469, 0.636, -1.141], [-0.307, -0.351, -0.022], [-1.160, -0.933, 0.689], [1.151, -0.690, 0.221], [1.974, -1.140, -1.042], [1.616, -0.659, 1.640], [1.001, 0.401, 2.694], [-2.211, 1.694, -1.805], [-2.375, 0.665, -0.260], [0.300, 0.955, -1.872], [2.272, -1.627, 1.890]], "forces_ev_per_a": [[4.056, 1.798, -5.375], [-4.508, -0.014, 1.823], [0.483, -1.238, 1.483], [1.897, 1.798, -2.334], [-1.012, 0.360, 1.664], [1.415, -0.690, -1.112], [0.340, -2.256, 0.319], [0.729, -0.468, -0.355], [0.178, -0.316, 1.223], [-1.704, -1.054, 2.105], [-0.814, -0.386, 0.800], [-1.059, 2.468, -0.240]], "mulliken_charge": [-0.68, -0.33, 0.71, -0.56, 0.29, -0.24, -0.15, -0.18, 0.23, 0.32, 0.32, 0.26], "multiplicity": 1, "homo_ev": -9.0, "gap_ev": 7.22, "de_lowest_ev": 2.419}